[1]
Entry from OMol25: a cluster of 9 separate species, C28H52Cl16N2OP in total at a distorted geometry (the ωB97M-V functional and the def2-TZVPD basis).

Computed properties:
Total charge   +1
E_HOMO   -0.349 hartree
Molar mass   1030.959 u
Frontier orbital gap   7.37 eV
DFT total energy   -244544.1601 eV

Last column: Mulliken charge in e.
Element x y z (Å)
C: 8.08793 -1.85810 -0.07927  -0.95
C: 6.65160 -1.27387 0.34905  0.60
C: 5.40153 -2.03811 -0.14601  -0.97
C: 3.99742 -1.48537 0.30561  -0.35
C: 3.84485 -0.21803 1.21759  0.75
C: 2.34911 0.24592 1.66689  -0.80
N: 1.44008 -0.91488 1.43046  0.25
C: 0.66308 -0.65518 0.17762  -0.77
C: -0.55127 -1.66372 -0.10632  -0.44
N: -0.70788 -2.78224 0.88429  0.52
P: 0.08462 -4.32153 0.37385  0.29
O: 1.61202 -4.23213 0.31541  -0.49
C: -0.31047 -2.45978 2.30248  -0.40
C: 0.39836 -1.03906 2.50919  -0.62
C: 5.11310 0.56099 1.66525  -0.45
C: 6.50314 0.01059 1.21955  0.01
H: 7.98131 -2.90864 -0.53285  0.29
H: 8.53156 -1.14425 -0.84937  0.26
H: 8.70052 -1.93566 0.89012  0.25
H: 5.43063 -2.98784 -0.78603  0.22
H: 3.10183 -2.08368 -0.08544  -0.03
H: 2.08043 1.19134 1.08737  0.33
H: 2.42018 0.43741 2.80318  0.29
H: 0.18679 0.39662 0.30874  0.52
H: 1.39148 -0.53407 -0.71097  0.52
H: -1.53598 -1.08645 -0.21304  -0.26
H: -0.36459 -2.13778 -1.14664  0.26
H: -1.73002 -3.01728 0.91050  0.35
H: -0.49478 -4.85169 -0.82914  0.19
H: -0.23173 -5.25237 1.44210  0.15
H: -1.23928 -2.48451 2.96268  -0.16
H: 0.36120 -3.33333 2.65639  0.40
H: -0.39133 -0.21113 2.48942  0.20
H: 0.92962 -1.09350 3.53365  0.53
H: 5.00970 1.50660 2.30851  0.44
H: 7.44825 0.59901 1.56086  0.00
Cl: -0.23488 1.71928 -2.28728  -0.14
C: -1.95288 2.08114 -2.58454  -0.44
C: -2.63880 2.63848 -1.35332  -0.54
Cl: -2.80388 1.41749 -0.06603  -0.15
H: -2.43492 1.16654 -2.93502  0.21
H: -1.98818 2.81503 -3.39172  0.37
H: -3.64749 2.96849 -1.60909  0.36
H: -2.09626 3.49137 -0.94204  0.35
Cl: 1.66446 4.76553 1.46460  -0.20
C: 3.29690 5.15188 0.85901  -0.56
C: 3.74127 4.19226 -0.22868  -0.61
Cl: 4.03413 2.54992 0.40337  -0.01
H: 3.98264 5.14464 1.70712  0.37
H: 3.25507 6.16740 0.46489  0.35
H: 4.67990 4.53426 -0.66528  0.37
H: 3.00088 4.12193 -1.02798  0.31
Cl: -3.96435 -2.46162 0.13699  -0.25
C: -5.56728 -1.79445 -0.27595  -0.48
C: -6.00173 -2.17801 -1.67512  0.21
Cl: -5.01415 -1.38224 -2.92712  -0.18
H: -5.52423 -0.71097 -0.15105  0.28
H: -6.27319 -2.19337 0.45459  0.36
H: -7.03537 -1.86527 -1.84097  -0.30
H: -5.94367 -3.25646 -1.83244  0.32
Cl: -9.19726 -1.38512 -2.62351  -0.26
C: -9.27222 -1.69121 -4.37781  -0.28
C: -9.54477 -3.14795 -4.69178  -0.39
Cl: -8.16721 -4.19643 -4.26235  -0.21
H: -8.33324 -1.35387 -4.82060  0.32
H: -10.07749 -1.06948 -4.77314  0.31
H: -9.71286 -3.27039 -5.75943  0.12
H: -10.42648 -3.51423 -4.16458  0.35
Cl: 4.63091 9.67025 -0.03273  -0.18
C: 6.05421 9.16505 0.91132  -0.44
C: 6.75683 7.97351 0.29239  -0.51
Cl: 5.78034 6.48653 0.40286  -0.16
H: 5.72618 8.95277 1.93045  0.31
H: 6.73268 10.01952 0.94295  0.33
H: 7.69162 7.77841 0.82166  0.30
H: 6.99161 8.14735 -0.75899  0.34
Cl: -12.00078 -2.93192 -6.24448  -0.17
C: -12.07703 -3.23869 -7.99835  -0.51
C: -12.34946 -4.69593 -8.31088  -0.39
Cl: -10.97287 -5.74229 -7.88198  -0.17
H: -11.13844 -2.90154 -8.44206  0.30
H: -12.88267 -2.61730 -8.39364  0.37
H: -12.51950 -4.81913 -9.38221  0.30
H: -13.23131 -5.06166 -7.78221  0.31
Cl: 8.82482 1.66126 2.11078  -0.18
C: 10.04201 1.34075 3.37326  -0.41
C: 9.60168 1.84490 4.73302  -0.45
Cl: 9.55550 3.62415 4.80774  -0.18
H: 10.98219 1.79821 3.06030  0.37
H: 10.18470 0.25895 3.40730  0.26
H: 10.30837 1.51429 5.49670  0.31
H: 8.61240 1.46865 4.99922  0.32
Cl: -0.09414 -3.09653 6.01593  -0.17
C: -0.92473 -1.66863 6.68394  -0.50
C: -2.42635 -1.73878 6.49180  -0.44
Cl: -2.89064 -1.58275 4.77824  -0.14
H: -0.50095 -0.77985 6.21281  0.30
H: -0.68876 -1.63464 7.74904  0.38
H: -2.90713 -0.91732 7.02637  0.32
H: -2.83674 -2.67646 6.86997  0.32


[2]
Entry from OMol25: a structure of composition C28H52Cl23N2O7S2 at a distorted geometry (the ωB97M-V functional and the def2-TZVPD basis).

Computed properties:
Total charge   -1
E_HOMO   -0.229 hartree
Molar mass   1408.284 u
Frontier orbital gap   7.59 eV
DFT total energy   -356882.6259 eV

Last column: Mulliken charge in e.
Element x y z (Å)
C: 1.59035 -2.38510 5.29664  -1.29
C: 0.11544 -2.57980 4.95546  0.53
O: -0.45551 -3.56085 5.31841  -0.44
N: -0.44996 -1.45705 4.23826  0.64
C: -0.57591 -0.26552 5.04857  0.51
C: -0.44353 -0.29147 6.54993  -1.42
O: -0.77111 0.78431 4.49435  -0.52
S: -1.87195 -1.79285 3.31770  0.43
O: -1.89959 -3.15932 2.90157  -0.60
O: -1.77318 -0.91343 2.18198  -0.36
N: -3.13586 -1.26808 4.17371  -0.11
S: -3.53532 -2.23561 5.40574  1.16
O: -2.64321 -2.13006 6.54231  -0.67
O: -3.82872 -3.60289 5.07203  -0.71
C: -5.09750 -1.50226 5.99314  -0.54
C: -4.88732 0.00539 6.10822  0.61
O: -4.39022 0.52910 7.05986  -0.49
Cl: -5.40581 1.00892 4.72141  -0.11
H: 1.81047 -1.32146 5.18509  0.33
H: 1.74019 -2.59288 6.35187  0.30
H: 2.22792 -2.97121 4.64746  0.32
H: 0.41049 0.28889 6.89217  0.36
H: -1.34415 0.17874 6.93632  0.30
H: -0.41496 -1.28606 6.98602  0.36
H: -5.28645 -1.85007 7.00050  0.44
H: -5.92496 -1.70446 5.30439  -0.05
Cl: -0.67115 2.49643 -0.72621  -0.18
C: -0.22321 1.14446 0.35932  0.57
C: 0.55686 1.60020 1.55980  0.21
Cl: 2.18652 2.19254 1.08743  -0.19
H: 0.34677 0.42689 -0.22670  0.20
H: -1.14694 0.66831 0.68119  -0.53
H: 0.69749 0.76110 2.23680  -0.50
H: 0.05472 2.39428 2.10448  0.47
Cl: 2.44691 -2.44059 -1.07048  -0.18
C: 3.83687 -1.76527 -0.17992  0.01
C: 3.84733 -2.18850 1.26580  -0.65
Cl: 2.51717 -1.45323 2.18928  0.00
H: 3.80622 -0.68253 -0.27656  -0.14
H: 4.73703 -2.12924 -0.67613  0.27
H: 4.77608 -1.86509 1.73541  0.30
H: 3.77034 -3.26885 1.36791  0.36
Cl: -4.93254 2.25930 1.16272  -0.25
C: -4.30372 0.78825 0.36532  0.62
C: -5.29535 -0.34496 0.39542  -0.08
Cl: -5.53346 -0.98543 2.03288  -0.02
H: -3.37229 0.51007 0.85691  -0.65
H: -4.08486 1.05905 -0.66809  0.28
H: -4.91715 -1.16697 -0.20493  -0.35
H: -6.26495 -0.04014 0.00711  0.35
Cl: -1.44675 3.45156 -6.26158  -0.17
C: -0.19036 4.27636 -5.30512  -0.55
C: -0.26774 3.89812 -3.84679  -0.46
Cl: -1.72212 4.55201 -3.05224  -0.18
H: -0.29976 5.34860 -5.44773  0.34
H: 0.77128 3.97221 -5.71607  0.32
H: 0.58916 4.30616 -3.31282  0.40
H: -0.26905 2.81890 -3.71418  0.32
Cl: -7.08828 1.33101 -2.93511  -0.19
C: -6.33313 -0.06557 -3.74630  -0.09
C: -7.23343 -1.27498 -3.75184  -0.43
Cl: -7.44871 -1.94922 -2.12042  -0.13
H: -5.39090 -0.27345 -3.24805  -0.06
H: -6.11902 0.24090 -4.76959  0.29
H: -6.79183 -2.06031 -4.36494  0.23
H: -8.21651 -1.03835 -4.15285  0.38
Cl: 5.28277 1.12013 -0.80512  -0.12
C: 6.82825 0.49578 -1.43365  -0.62
C: 7.04253 0.85656 -2.88011  -0.04
Cl: 5.91202 0.00042 -3.96039  -0.20
H: 6.84110 -0.58220 -1.28730  0.29
H: 7.61759 0.93401 -0.82478  0.36
H: 8.04882 0.57186 -3.18620  0.02
H: 6.92359 1.92426 -3.04654  0.30
Cl: -3.04346 1.00164 -4.78842  -0.19
C: -2.25477 -0.39212 -5.56922  -0.40
C: -3.14994 -1.60465 -5.57109  -0.64
Cl: -3.38183 -2.24033 -3.92442  -0.05
H: -1.32011 -0.58882 -5.04954  0.32
H: -2.02258 -0.09632 -6.59198  0.33
H: -2.70315 -2.40225 -6.16333  0.38
H: -4.12701 -1.37414 -5.99072  0.26
Cl: -8.02351 -1.52705 5.55329  -0.08
C: -9.31475 -1.40123 6.77504  -0.53
C: -9.08438 -0.24961 7.71915  -0.45
Cl: -7.68181 -0.52362 8.78280  -0.18
H: -9.37000 -2.34859 7.30577  0.32
H: -10.25079 -1.25391 6.23731  0.31
H: -9.95291 -0.12537 8.36460  0.34
H: -8.92057 0.68012 7.17941  0.31
Cl: 10.21002 2.46428 -4.65101  -0.17
C: 11.15951 1.42540 -5.74123  -0.42
C: 10.45108 0.12891 -6.03977  -0.49
Cl: 10.35790 -0.93047 -4.60856  -0.19
H: 12.13041 1.25585 -5.28284  0.31
H: 11.30963 1.98591 -6.66272  0.28
H: 10.99704 -0.41936 -6.80565  0.35
H: 9.43843 0.30098 -6.39631  0.33
Cl: -6.04611 -4.76725 -0.11110  -0.18
C: -4.39612 -5.33132 -0.48568  -0.47
C: -3.34241 -4.52828 0.23118  -0.49
Cl: -3.24328 -2.86971 -0.40282  -0.09
H: -4.25997 -5.28597 -1.56416  0.27
H: -4.34454 -6.37435 -0.17620  0.37
H: -2.36380 -4.98201 0.08243  0.36
H: -3.53094 -4.47194 1.30152  0.22
Cl: 11.10490 5.97687 -6.53000  -0.18
C: 11.30781 6.37344 -4.80557  -0.33
C: 12.71332 6.81143 -4.48400  -0.43
Cl: 13.88398 5.47415 -4.62621  -0.19
H: 11.01957 5.49991 -4.22548  0.22
H: 10.61115 7.17969 -4.58170  0.30
H: 12.76024 7.16557 -3.45552  0.29
H: 13.03994 7.61480 -5.13934  0.32


[3]
Entry from OMol25: a structure of composition C28H52ClOPRh at a distorted geometry (the ωB97M-V functional and the def2-TZVPD basis).

Computed properties:
Multiplicity   5
Total charge   -1
E_HOMO (spin up / spin down)   -0.056 / -0.153 hartree
Molar mass   574.056 u
Frontier orbital gap (spin up / spin down)   4.29 / 6.86 eV
<S²>   6.02
DFT total energy   -56742.4004 eV

Last column: Mulliken charge in e.
Element x y z (Å)
Rh: 0.34880 0.20952 2.42321  -0.17
P: 0.47338 0.03881 -0.34826  0.60
Cl: 2.57444 0.21286 2.15625  -0.47
C: 0.66473 1.53174 3.68450  -1.22
H: 1.56447 1.48511 4.38095  0.25
H: -0.17366 1.83103 4.34423  0.35
C: 1.74872 -0.92836 -1.37766  0.33
C: 0.59895 1.83733 -0.88623  0.78
C: 3.15586 -0.31628 -1.31868  -0.36
H: 1.76449 -1.87397 -0.80393  0.62
C: 4.19963 -1.34052 -1.79789  -0.84
H: 3.20091 0.56923 -1.97162  0.08
H: 3.37392 0.01198 -0.29471  0.05
C: 3.89877 -1.87790 -3.20361  -0.77
H: 5.20092 -0.89210 -1.77987  0.42
H: 4.20663 -2.17686 -1.08535  0.35
C: 2.43440 -2.29398 -3.39623  -0.97
H: 4.15261 -1.11056 -3.94738  0.32
H: 4.54729 -2.73755 -3.41157  0.40
C: 1.42055 -1.28307 -2.83790  -0.33
H: 2.23552 -2.45974 -4.46342  0.39
H: 2.27173 -3.25694 -2.89166  0.37
H: 1.43571 -0.37212 -3.45891  0.12
H: 0.41707 -1.71320 -2.93150  0.04
C: -1.21246 -0.53596 -1.02490  0.76
C: 0.91189 2.12178 -2.36063  -0.77
H: -0.42626 2.19988 -0.68526  0.06
C: 0.76792 3.62453 -2.64837  -0.95
H: 1.93611 1.79775 -2.59333  0.29
H: 0.24511 1.56471 -3.03152  0.00
C: 1.60751 4.50112 -1.71206  -0.84
H: 1.04159 3.82730 -3.69168  0.42
H: -0.29046 3.89900 -2.53896  0.37
C: 1.44071 4.12845 -0.23331  -0.73
H: 2.66777 4.40711 -1.98378  0.33
H: 1.33896 5.55367 -1.86093  0.43
C: 1.58413 2.61762 -0.00906  -0.32
H: 2.18869 4.66474 0.36529  0.42
H: 0.45375 4.46477 0.11850  0.24
H: 2.60741 2.31311 -0.27770  0.32
H: 1.47610 2.34972 1.05171  -0.16
C: -1.30914 -2.06148 -0.90811  0.35
H: -1.90635 -0.10445 -0.28382  0.16
C: -2.72120 -2.55431 -1.23806  -0.81
H: -0.58454 -2.53676 -1.58423  0.42
H: -1.03458 -2.36237 0.11383  -1.50
C: -3.23367 -2.03729 -2.58761  -0.81
H: -2.73870 -3.65086 -1.22959  0.44
H: -3.40186 -2.21579 -0.44390  0.33
C: -3.07095 -0.52227 -2.74535  -1.10
H: -2.69695 -2.54483 -3.40078  0.30
H: -4.29175 -2.30224 -2.69839  0.42
C: -1.66007 -0.02692 -2.39953  -0.42
H: -3.31916 -0.22746 -3.77332  0.41
H: -3.78953 -0.01296 -2.08756  0.36
H: -0.96185 -0.36499 -3.17856  0.11
H: -1.65418 1.07124 -2.42103  0.24
C: 0.77172 -1.98185 2.92900  -0.54
C: 0.25395 -1.06399 3.77459  0.38
H: 1.88324 -2.02925 2.83556  0.49
C: -1.14859 -1.13538 4.40192  -0.66
H: 0.99321 -0.42788 4.52163  0.55
C: -1.51280 -2.63209 4.50909  -1.06
H: -1.06986 -0.62565 5.37639  0.27
H: -1.92298 -0.57677 3.84245  0.04
C: -1.35165 -3.34115 3.15155  -0.39
H: -0.84750 -3.10056 5.24214  0.37
H: -2.54595 -2.74539 4.88447  0.42
C: 0.07592 -3.26801 2.51955  -0.54
H: -1.68864 -4.38999 3.28498  0.41
H: -2.05661 -2.87637 2.44539  0.03
H: 0.69077 -4.15725 2.77366  0.47
H: -0.00827 -3.35700 1.42398  0.12
C: -3.58545 1.70653 1.85196  -1.78
C: -2.08169 1.78005 1.58176  1.95
C: -1.39962 2.92991 2.29497  -2.01
O: -1.62385 0.48910 1.85394  -0.29
H: -3.73061 1.46561 2.91391  0.36
H: -4.02814 0.89855 1.25518  0.30
H: -4.10564 2.64590 1.62976  0.34
H: -1.92696 1.96579 0.49670  -0.46
H: -1.57841 2.88609 3.37209  0.37
H: -0.32110 2.92553 2.11592  0.36
H: -1.81433 3.87551 1.91668  0.37


[4]
Entry from OMol25: a structure of composition C28H52P2V at a distorted geometry (the ωB97M-V functional and the def2-TZVPD basis).

Computed properties:
Multiplicity   3
Total charge   +1
E_HOMO (spin up / spin down)   -0.376 / -0.384 hartree
Relative energy (zero: lowest compared OMol25 entry of this formula, charge and spin)   37.5 kcal/mol
Molar mass   501.616 u
Frontier orbital gap (spin up / spin down)   7.75 / 8.20 eV
<S²>   2.07
DFT total energy   -74136.1292 eV

Last column: Mulliken charge in e.
Element x y z (Å)
V: 0.05640 1.02578 0.45882  -1.20
C: -1.04302 2.77120 -0.22038  0.80
C: -1.73472 2.12689 0.87265  0.40
C: 0.26283 2.99151 1.68952  -0.11
C: 0.16885 3.33583 0.30560  1.48
C: -0.90049 2.23765 2.04389  0.76
C: -1.57566 3.09573 -1.57387  -1.88
H: -2.55082 2.62968 -1.74142  0.32
H: -0.89001 2.78703 -2.37739  0.31
H: -1.70132 4.18581 -1.65920  0.45
C: 0.94286 4.43395 -0.33507  -1.58
H: 0.71921 4.51035 -1.40686  0.49
H: 2.02207 4.30393 -0.21317  0.27
H: 0.68326 5.39734 0.12882  0.29
C: 1.22627 3.58851 2.65426  -1.64
H: 1.10298 4.68100 2.68215  0.29
H: 2.26774 3.38833 2.38166  0.11
H: 1.06146 3.20519 3.66668  0.46
C: -1.30399 1.93683 3.44673  -1.42
H: -1.51670 2.88093 3.97621  0.36
H: -0.50793 1.42725 4.00922  0.24
H: -2.20901 1.32179 3.47742  0.41
C: -3.16346 1.70251 0.90505  -1.54
H: -3.75280 2.42183 1.49916  0.34
H: -3.28622 0.71768 1.38240  0.31
H: -3.59829 1.67111 -0.10248  0.36
C: -0.24449 -3.21807 -2.70302  -0.36
C: -1.42547 -2.66618 -3.04173  -0.25
C: -2.73877 -3.36557 -2.82317  -0.90
C: -2.88155 -4.05710 -1.44195  -1.06
C: -2.17556 -3.38721 -0.29644  0.40
C: -1.00454 -3.86626 0.17925  -1.42
C: -0.10413 -4.78828 -0.60496  -0.99
C: -0.10151 -4.61105 -2.16045  -1.33
H: -2.88923 -4.13289 -3.60829  0.42
H: -2.56072 -5.10549 -1.54502  0.31
H: -3.57078 -2.65553 -2.94906  0.33
H: -0.85660 -5.28599 -2.59133  0.36
H: 0.69199 -2.72678 -2.99004  0.85
H: -1.46554 -1.76992 -3.67256  0.62
H: 0.86882 -4.99411 -2.52137  0.46
H: 0.93217 -4.67729 -0.25191  0.27
H: -0.74607 -3.74574 1.23373  1.10
H: -0.37489 -5.83795 -0.39786  0.53
H: -3.95998 -4.11124 -1.20082  0.42
H: -2.76957 -2.66160 0.26736  0.59
P: 0.02834 -0.28909 -1.44355  1.69
P: 0.32183 -0.84374 2.08963  1.35
C: 0.79259 -1.75022 -0.59175  2.36
C: 1.22491 -1.90786 0.88099  -1.74
H: 1.58163 -2.15699 -1.23149  1.09
H: -0.07663 -2.39871 -0.72175  -3.12
H: 1.03165 -2.93435 1.21915  1.00
H: 2.30585 -1.74802 0.99391  0.67
C: 1.37536 -0.75455 3.56669  -1.36
H: 1.08234 0.10966 4.17588  0.32
H: 2.42473 -0.64115 3.26372  0.41
H: 1.24978 -1.67784 4.14575  0.49
C: -1.27076 -1.56975 2.60148  -1.34
H: -1.13477 -2.62132 2.87156  0.68
H: -2.01264 -1.48466 1.79752  -0.17
H: -1.63459 -1.01205 3.47144  0.54
C: 0.68255 -0.02263 -3.08929  -1.60
H: 0.43944 1.00356 -3.39045  0.29
H: 0.27166 -0.70867 -3.83271  0.50
H: 1.77340 -0.12622 -3.07629  0.44
C: -1.81467 -0.34521 -1.37166  0.04
H: -2.20754 -0.17678 -0.36451  -0.46
H: -2.22064 -1.30053 -1.68298  -0.67
H: -2.23155 0.42229 -2.03071  0.67
C: 3.23295 2.21423 -1.49655  -1.10
C: 3.50668 1.88005 -0.03693  0.38
C: 4.11305 3.06024 0.72855  -1.89
C: 2.31171 1.19529 0.64113  -0.47
H: 2.31306 2.79785 -1.61334  0.05
H: 3.12891 1.30283 -2.09489  0.11
H: 4.06011 2.80198 -1.91763  0.49
H: 4.29692 1.10718 -0.02593  0.48
H: 3.47969 3.95071 0.75313  0.37
H: 4.37057 2.78317 1.75654  0.41
H: 5.04955 3.35776 0.22651  0.50
H: 2.46327 1.21194 1.73305  0.36
H: 2.28818 0.16020 0.26504  -0.22


Among the records above, which one has the highest molar mass?
C28H52Cl23N2O7S2


Which of these has the lowest DFT total energy?
C28H52Cl23N2O7S2


Among the records above, which one has the lowest molar mass?
C28H52P2V